Arrangement w

The following is a quantum chemistry calculation of the molecule C19H22BN3O2, from OMol25.

**LUMO energy**: 0.02356 hartree
**Orbital gap**: 8.78 eV
**Multiplicity**: 1
**HOMO energy**: -8.14 eV
**Structure (SMILES)**: Cc1cccc(-n2ncc3ccc(B4OC(C)(C)C(C)(C)O4)cc32)n1

Each atom is followed by the atoms it is bonded to, with distances in Å.
CARTESIAN COORDINATES (ANGSTROEM)
1 C 3.28 1.38 -1.37  C2 1.487, H26 1.088, H27 1.051, H28 1.092
2 C 2.43 2.60 -1.42  C1 1.487, C3 1.354, N25 1.349
3 C 2.94 3.79 -1.83  C2 1.354, C4 1.405, H29 1.121
4 C 2.18 4.97 -1.79  C3 1.405, C5 1.398, H30 1.096
5 C 0.86 4.89 -1.36  C4 1.398, C6 1.412, H31 1.080
6 C 0.36 3.60 -1.07  C5 1.412, N7 1.429, N25 1.313
7 N -1.00 3.51 -0.65  C6 1.429, N8 1.379, C24 1.448
8 N -2.01 4.45 -0.62  N7 1.379, C9 1.302
9 C -3.11 3.92 -0.17  N8 1.302, C10 1.421, H32 1.100
10 C -2.89 2.53 0.03  C9 1.421, C11 1.422, C24 1.365
11 C -3.81 1.53 0.46  C10 1.422, C12 1.337, H33 1.134
12 C -3.33 0.32 0.76  C11 1.337, C13 1.414, H34 1.051
13 C -1.98 -0.02 0.50  C12 1.414, B14 1.569, C23 1.406
14 B -1.26 -1.37 0.81  C13 1.569, O15 1.387, O22 1.432
15 O -0.97 -1.96 2.03  B14 1.387, C16 1.476
16 C 0.14 -2.84 1.61  O15 1.476, C17 1.536, C18 1.563, C19 1.610
17 C 1.41 -1.98 1.49  C16 1.536, H35 1.016, H36 1.091, H37 1.047
18 C 0.35 -3.97 2.66  C16 1.563, H38 1.070, H39 1.096, H40 1.142
19 C -0.26 -3.26 0.10  C16 1.610, C20 1.535, C21 1.522, O22 1.409
20 C 0.95 -3.62 -0.78  C19 1.535, H41 1.064, H42 1.048, H43 1.084
21 C -1.35 -4.32 0.05  C19 1.522, H44 1.108, H45 1.101, H46 1.074
22 O -0.83 -2.07 -0.37  B14 1.432, C19 1.409
23 C -1.12 0.92 -0.10  C13 1.406, C24 1.412, H47 1.067
24 C -1.60 2.23 -0.31  N7 1.448, C10 1.365, C23 1.412
25 N 1.14 2.55 -1.03  C2 1.349, C6 1.313
26 H 4.15 1.74 -0.82  C1 1.088
27 H 3.51 0.88 -2.27  C1 1.051
28 H 2.79 0.70 -0.67  C1 1.092
29 H 4.02 3.86 -2.11  C3 1.121
30 H 2.60 5.92 -2.16  C4 1.096
31 H 0.19 5.74 -1.37  C5 1.080
32 H -4.06 4.35 0.18  C9 1.100
33 H -4.82 1.79 0.89  C11 1.134
34 H -3.95 -0.43 1.17  C12 1.051
35 H 2.20 -2.47 1.08  C17 1.016
36 H 1.22 -1.12 0.85  C17 1.091
37 H 1.72 -1.61 2.42  C17 1.047
38 H 0.54 -3.74 3.69  C18 1.070
39 H -0.55 -4.57 2.55  C18 1.096
40 H 1.28 -4.61 2.48  C18 1.142
41 H 1.45 -4.51 -0.49  C20 1.064
42 H 1.56 -2.77 -0.82  C20 1.048
43 H 0.60 -3.82 -1.79  C20 1.084
44 H -0.97 -5.34 0.23  C21 1.108
45 H -1.69 -4.33 -1.00  C21 1.101
46 H -2.24 -4.14 0.63  C21 1.074
47 H -0.10 0.70 -0.33  C23 1.067


Arrangement x

The following is a quantum chemistry calculation of the molecule C19H22BN3O2, from OMol25.

**LUMO energy**: 0.01661 hartree
**Orbital gap**: 7.65 eV
**Multiplicity**: 1
**HOMO energy**: -7.20 eV
**Structure (SMILES)**: Cc1cccc(-c2ncc3ccc(B4OC(C)(C)C(C)(C)O4)cn23)n1

Each atom is followed by the atoms it is bonded to, with distances in Å.
CARTESIAN COORDINATES (ANGSTROEM)
1 C -0.86 3.61 -2.29  C2 1.492, H26 1.078, H27 1.089, H28 1.079
2 C -0.65 2.56 -3.32  C1 1.492, C3 1.374, N25 1.338
3 C -0.65 2.96 -4.64  C2 1.374, C4 1.379, H29 1.081
4 C -0.29 2.08 -5.63  C3 1.379, C5 1.380, H30 1.093
5 C 0.09 0.82 -5.23  C4 1.380, C6 1.382, H31 1.077
6 C -0.01 0.44 -3.90  C5 1.382, C7 1.446, N25 1.361
7 C 0.51 -0.86 -3.54  C6 1.446, N8 1.332, N24 1.400
8 N 0.92 -1.76 -4.44  C7 1.332, C9 1.316
9 C 1.34 -2.79 -3.75  N8 1.316, C10 1.399, H32 1.081
10 C 1.16 -2.58 -2.37  C9 1.399, C11 1.413, N24 1.369
11 C 1.49 -3.36 -1.25  C10 1.413, C12 1.346, H33 1.086
12 C 1.29 -2.84 -0.02  C11 1.346, C13 1.415, H34 1.070
13 C 0.82 -1.52 0.14  C12 1.415, B14 1.557, C23 1.353
14 B 0.46 -0.91 1.52  C13 1.557, O15 1.420, O22 1.415
15 O 0.61 -1.66 2.72  B14 1.420, C16 1.456
16 C 0.27 -0.68 3.74  O15 1.456, C17 1.539, C18 1.536, C19 1.579
17 C -0.43 -1.39 4.91  C16 1.539, H35 1.083, H36 1.084, H37 1.085
18 C 1.61 -0.05 4.15  C16 1.536, H38 1.103, H39 1.103, H40 1.085
19 C -0.70 0.28 2.94  C16 1.579, C20 1.542, C21 1.548, O22 1.416
20 C -2.08 -0.37 2.77  C19 1.542, H41 1.072, H42 1.086, H43 1.071
21 C -0.90 1.69 3.56  C19 1.548, H44 1.089, H45 1.083, H46 1.087
22 O -0.12 0.38 1.65  B14 1.415, C19 1.416
23 C 0.40 -0.84 -0.96  C13 1.353, N24 1.379, H47 1.070
24 N 0.59 -1.34 -2.23  C7 1.400, C10 1.369, C23 1.379
25 N -0.38 1.31 -2.93  C2 1.338, C6 1.361
26 H -1.74 4.18 -2.51  C1 1.078
27 H -0.03 4.32 -2.20  C1 1.089
28 H -0.95 3.13 -1.33  C1 1.079
29 H -0.86 4.00 -4.88  C3 1.081
30 H -0.29 2.37 -6.69  C4 1.093
31 H 0.44 0.12 -5.97  C5 1.077
32 H 1.66 -3.70 -4.24  C9 1.081
33 H 1.73 -4.42 -1.38  C11 1.086
34 H 1.58 -3.41 0.83  C12 1.070
35 H -1.19 -2.07 4.54  C17 1.083
36 H 0.26 -2.05 5.42  C17 1.084
37 H -0.83 -0.74 5.68  C17 1.085
38 H 1.54 0.59 5.04  C18 1.103
39 H 2.38 -0.81 4.36  C18 1.103
40 H 2.01 0.53 3.32  C18 1.085
41 H -2.00 -1.36 2.36  C20 1.072
42 H -2.65 0.21 2.05  C20 1.086
43 H -2.63 -0.41 3.69  C20 1.071
44 H -1.60 2.29 2.99  C21 1.089
45 H -1.36 1.62 4.54  C21 1.083
46 H 0.02 2.25 3.65  C21 1.087
47 H 0.03 0.16 -0.88  C23 1.070


Which of them is the least stable? Correct choice: arrangement w.